Entry 1:
C4H6BFO2 | ωB97M-V with the def2-TZVPD basis set

Summary:
Highest occupied orbital energy (spin up / spin down), eV: -9.3 / -8.4
Charge: 0
HOMO-LUMO gap (spin up / spin down), eV: 8.495 / 8.098

Positions of all 14 atoms, in Å:
B: 1.43507 -0.22957 0.04239
C: -0.34527 1.95759 0.40244
C: -2.47925 -0.58639 -0.07254
C: -0.00888 0.09152 0.02078
C: -1.15362 -0.79468 -0.13255
O: 2.32705 0.65803 -0.63463
O: 1.81201 -1.45217 0.55668
F: -0.78174 -2.09299 -0.35496
H: -1.40984 2.06216 0.24891
H: 0.61006 2.28673 -0.01416
H: -3.14302 -1.41675 -0.24161
H: -2.83287 0.41547 0.06520
H: 3.20073 0.60205 -0.47537
H: 2.76958 -1.50100 0.58940

***

Entry 2:
C4H6BeCl3F3O2 | ωB97M-V with the def2-TZVPD basis set

Summary:
Highest occupied orbital energy, eV: -3.5
Charge: -2
HOMO-LUMO gap, eV: 2.023

Positions of all 19 atoms, in Å:
Be: -1.74207 -3.90630 1.30353
C: -0.59327 1.73802 0.14483
O: 0.43235 0.80870 0.43608
O: -1.68885 0.86055 0.09333
C: -0.66475 3.03293 1.15048
F: 0.38131 3.13528 1.97508
F: -0.62006 4.09401 0.29287
F: -1.76933 3.17390 1.95164
C: 1.68260 0.74527 -0.25374
C: 1.51896 0.47985 -1.78294
H: 1.01741 1.17852 -2.45257
H: 2.48818 0.35469 -2.26570
H: 0.97628 -0.44850 -1.96117
H: 2.18664 -0.13404 0.14732
H: 2.11986 1.72391 -0.05580
H: -0.23015 2.09382 -0.81936
Cl: -1.71215 -6.11108 -3.32392
Cl: 2.46871 -6.53291 2.89962
Cl: -6.25167 -6.28659 2.52040

***

| no. | total energy (hartree) |
| --- | --- |
| 1 | -431.11792 |
| 2 | -2001.16334 |